Formula: C29H49AlN3O2SSi
Source: OMol25
Level of theory: ωB97M-V/def2-TZVPD

CARTESIAN COORDINATES (ANGSTROEM)
1 S 0.0879 -0.1730 0.1424
2 Si 1.6150 -2.9811 -0.7229
3 Al 0.2873 -1.2968 -1.9674
4 O 0.7754 -3.4856 -4.9314
5 O 0.7454 -1.8374 -3.5395
6 N -1.2188 1.4400 1.8239
7 N 0.9048 2.0865 1.2779
8 N 1.1924 -2.4083 -4.7438
9 C 2.6303 2.1401 3.7844
10 C 0.0986 -3.3557 3.1155
11 C -2.3071 1.3552 -2.0270
12 C 1.0168 2.5086 -3.4660
13 C -0.9782 3.4731 -1.6076
14 C -1.1884 2.1414 -2.2885
15 C -2.5261 0.1808 -2.7723
16 C -3.6880 -0.7170 -2.4180
17 C -2.1823 -1.1071 -4.9238
18 C 2.2783 -2.3665 3.3280
19 C -0.2514 1.7216 -3.2457
20 C -2.3908 0.6093 4.5320
21 C 0.2878 0.4858 -5.3423
22 C -0.5642 0.6725 -4.1173
23 C 1.1093 -2.8324 3.9121
24 C 3.2260 2.8657 1.3778
25 C -0.1130 1.2478 1.1161
26 C -1.7304 -0.0928 -3.9001
27 C -2.4416 -0.2040 5.8189
28 C -3.3406 1.7795 -1.0088
29 C 1.4250 -2.9315 1.1304
30 C 1.2065 -4.6643 -1.3953
31 C 3.7128 2.3527 2.7307
32 C 0.2578 -3.4018 1.7392
33 C 3.3181 -2.3922 -1.2255
34 C -2.3040 0.4681 1.9809
35 C -2.2017 -0.2756 3.3050
36 C 2.4333 -2.4192 1.9487
37 C 2.2313 1.9600 0.6702
38 H -4.6506 -0.2403 -2.6143
39 H 2.0475 3.0511 3.9480
40 H 1.2468 -4.6825 -2.4841
41 H -1.1930 2.1791 2.5132
42 H -2.5320 0.4380 6.6936
43 H -1.7444 -2.0950 -4.7618
44 H -1.9061 -0.7912 -5.9266
45 H 4.0885 2.9712 0.7175
46 H 4.2526 1.4145 2.5753
47 H 4.4443 3.0672 3.1126
48 H 3.3545 -2.0551 1.5105
49 H -3.2477 1.0141 1.9092
50 H -3.2626 -1.2179 -4.9154
51 H -3.6652 -0.9682 -1.3564
52 H 3.5113 -1.3879 -0.8437
53 H 1.2772 3.1078 -2.5980
54 H -1.5374 -0.8035 5.9354
55 H 4.0954 -3.0586 -0.8458
56 H -3.6622 -1.6543 -2.9649
57 H -0.1800 3.4356 -0.8658
58 H 1.9473 1.3313 3.5158
59 H -1.5679 1.3292 4.6075
60 H 0.1597 1.3391 -6.0125
61 H 3.4057 -2.3614 -2.3122
62 H -3.8426 0.9259 -0.5598
63 H 1.3462 0.4270 -5.0939
64 H -0.6963 4.2322 -2.3370
65 H 1.8606 1.8525 -3.6797
66 H -3.3121 1.1897 4.4232
67 H 0.2075 -4.9763 -1.0895
68 H 3.0749 -1.9757 3.9478
69 H 0.7835 2.8640 1.9123
70 H 2.5438 0.9167 0.7386
71 H -1.2287 -0.7796 3.3529
72 H -1.8773 3.8277 -1.1136
73 H -0.8089 -3.7321 3.5695
74 H -4.1150 2.3865 -1.4854
75 H -0.5432 -3.8081 1.1316
76 H 1.9219 -5.3922 -1.0077
77 H 2.8004 3.8711 1.4776
78 H 0.9916 -2.8032 4.9875
79 H -3.2937 -0.8845 5.8129
80 H -2.9128 2.3696 -0.2012
81 H -2.9641 -1.0588 3.3037
82 H 3.0798 1.8758 4.7406
83 H 0.0462 -0.4143 -5.8953
84 H 0.9243 3.1887 -4.3167
85 H -2.2452 -0.2231 1.1438
86 H 2.1634 2.2121 -0.3902

Computed properties:
net charge	+1
highest occupied orbital energy	-10.8101	eV
LUMO level	-3.50	eV
orbital gap	7.3	eV
calculated total energy	-64738.24788	eV
energy relative to the best compared isomer or geometry (same formula, charge and spin)	0.000	eV

How is the electron density shared among the atoms? According to Mulliken, the charges in e are: number 1, S, carries -0.51; number 2, Si, carries 0.61; number 3, Al, carries 0.70; number 4, O, carries -0.30; number 5, O, carries 0.13; number 6, N, carries 0.14; number 7, N, carries 0.28; number 8, N, carries 0.22; number 9, C, carries -0.91; number 10, C, carries -0.80; number 11, C, carries 1.31; number 12, C, carries -2.13; number 13, C, carries -2.40; number 14, C, carries 0.88; number 15, C, carries 1.19; number 16, C, carries -2.39; number 17, C, carries -2.28; number 18, C, carries -0.71; number 19, C, carries 1.06; number 20, C, carries -0.31; number 21, C, carries -2.47; number 22, C, carries 1.27; number 23, C, carries -0.43; number 24, C, carries -1.20; number 25, C, carries -0.66; number 26, C, carries 0.95; number 27, C, carries -1.35; number 28, C, carries -2.52; number 29, C, carries 0.22; number 30, C, carries -1.09; number 31, C, carries -0.37; number 32, C, carries -0.13; number 33, C, carries -1.18; number 34, C, carries -1.04; number 35, C, carries 0.00; number 36, C, carries -0.21; number 37, C, carries 0.08; number 38, H, carries 0.38; number 39, H, carries 0.29; number 40, H, carries 0.31; number 41, H, carries 0.26; number 42, H, carries 0.39; number 43, H, carries 0.33; number 44, H, carries 0.44; number 45, H, carries 0.40; number 46, H, carries 0.26; number 47, H, carries 0.38; number 48, H, carries 0.35; number 49, H, carries 0.42; number 50, H, carries 0.53; number 51, H, carries 0.36; number 52, H, carries 0.25; number 53, H, carries 0.51; number 54, H, carries 0.27; number 55, H, carries 0.43; number 56, H, carries 0.51; number 57, H, carries 0.23; number 58, H, carries 0.06; number 59, H, carries 0.26; number 60, H, carries 0.43; number 61, H, carries 0.36; number 62, H, carries 0.47; number 63, H, carries 0.43; number 64, H, carries 0.51; number 65, H, carries 0.35; number 66, H, carries 0.31; number 67, H, carries 0.32; number 68, H, carries 0.46; number 69, H, carries 0.38; number 70, H, carries 0.10; number 71, H, carries -0.24; number 72, H, carries 0.48; number 73, H, carries 0.45; number 74, H, carries 0.40; number 75, H, carries 0.28; number 76, H, carries 0.40; number 77, H, carries 0.42; number 78, H, carries 0.44; number 79, H, carries 0.37; number 80, H, carries 0.46; number 81, H, carries 0.49; number 82, H, carries 0.41; number 83, H, carries 0.55; number 84, H, carries 0.37; number 85, H, carries 0.31; number 86, H, carries 0.01